No. 1
DFT (ωB97M-V with the def2-TZVPD basis set) results for a structure of composition C3H2N2O2S in a non-equilibrium geometry.

The total charge is 0. The calculation puts the LUMO energy at -1.5 eV. For the HOMO energy, the calculation gives -9.57 eV. As for the gap between HOMO and LUMO: 8.073 eV. The value obtained for the relative energy (zero: lowest compared OMol25 entry of this formula, charge and spin) is 472.9 kJ/mol.

Last column: natural (NBO) charge in e.
Positions of all 10 atoms, in Å:
C  -0.3146  -1.1521  0.4295  0.140
C  -1.0405  -0.2721  1.2373  -0.543
C  -0.6114  1.0258  0.6685  0.552
N  0.5020  -0.9020  -0.5469  -0.786
N  -0.0263  1.8360  -0.0557  -0.540
O  0.4034  0.7708  -2.4234  -0.849
O  2.2906  0.8293  -0.8513  -0.848
S  0.9335  0.5368  -1.1326  2.358
H  -0.4279  -2.2137  0.6317  0.235
H  -1.7090  -0.4588  2.0430  0.279

No. 2
DFT (ωB97M-V with the def2-TZVPD basis set) results for a cluster of 7 separate species, C33H60NO8S in total in a non-equilibrium geometry.

The total charge is +1. The calculation puts the LUMO energy at -5.4 eV. For the HOMO energy, the calculation gives -10.57 eV. As for the gap between HOMO and LUMO: 5.173 eV.

Last column: Mulliken charge in e.
Positions of all 103 atoms, in Å:
C  -0.3004  -0.9537  -0.0507  -0.593
C  -1.0533  -0.3785  -1.2229  -0.139
C  -2.5444  -0.9850  -1.6538  -0.444
C  -2.2107  -2.1505  -2.8015  0.416
C  -2.5369  -3.7505  -2.6184  -0.502
C  -2.1177  -4.7887  -3.8554  -0.311
C  -1.3524  -4.0923  -5.1661  -0.421
C  -1.0706  -2.4669  -5.2333  0.221
S  -0.1785  -1.6184  -6.6829  1.089
C  -0.1130  0.2587  -6.5184  -0.828
O  1.3189  -2.1054  -6.5731  -0.491
O  -0.8107  -2.0270  -8.0434  -0.579
N  -1.5155  -1.6124  -4.0667  0.062
H  -0.7281  -0.7519  1.0305  0.222
H  0.6522  -1.6015  -0.2724  0.204
H  -0.6174  0.4888  -1.9177  0.213
H  -3.1590  -1.3946  -0.7460  0.295
H  -3.1886  -0.1376  -2.1903  0.301
H  -3.0630  -4.1766  -1.6373  0.363
H  -2.3166  -5.9429  -3.8473  0.363
H  -1.0012  -4.7722  -6.0698  0.369
H  0.2118  0.4835  -5.3961  0.280
H  -1.1604  0.7582  -6.6875  0.401
H  0.7294  0.7529  -7.1995  0.256
H  -1.3250  -0.5687  -4.1462  0.239
C  3.6282  -2.5526  -2.8129  -0.245
C  4.1875  -1.3416  -2.1120  -0.616
C  3.6999  -1.5429  -0.6938  -0.028
O  3.6131  -2.9586  -0.4807  -0.412
C  3.7483  -3.6192  -1.7465  -0.463
H  4.1561  -2.8100  -3.7346  0.321
H  2.5724  -2.3855  -3.0571  0.057
H  5.2832  -1.3712  -2.1381  0.284
H  3.8607  -0.3927  -2.5449  0.328
H  2.6986  -1.1219  -0.5542  -0.115
H  4.3713  -1.0995  0.0472  0.313
H  4.7347  -4.0951  -1.7711  0.327
H  2.9839  -4.3954  -1.8410  0.267
C  -4.3108  0.9593  3.3122  -0.498
C  -3.2411  1.8319  3.9164  -0.607
C  -2.0797  0.8698  4.0396  -0.140
O  -2.2109  -0.0798  2.9728  -0.407
C  -3.5096  0.0733  2.3835  -0.093
H  -5.0950  1.5190  2.7961  0.324
H  -4.7806  0.3522  4.0951  0.288
H  -2.9849  2.6397  3.2209  0.301
H  -3.5267  2.2804  4.8713  0.347
H  -2.1190  0.3181  4.9848  0.153
H  -1.1103  1.3717  3.9686  0.115
H  -3.3780  0.5432  1.4028  0.085
H  -3.9681  -0.9091  2.2411  0.129
C  2.5146  0.7026  6.6891  -0.653
C  1.9988  1.4773  7.8742  -0.345
C  0.9124  2.3255  7.2497  -0.274
O  0.3826  1.5773  6.1467  -0.354
C  1.2507  0.4642  5.8923  -0.418
H  3.0292  -0.2230  6.9592  0.344
H  3.2084  1.3255  6.1120  0.283
H  1.5606  0.7880  8.6055  0.291
H  2.7654  2.0702  8.3796  0.150
H  1.3179  3.2626  6.8538  0.116
H  0.1092  2.5626  7.9534  0.279
H  0.7365  -0.4435  6.2265  0.290
H  1.4404  0.3824  4.8185  0.280
C  3.6446  -1.6247  -10.6958  -0.608
C  2.7894  -1.3278  -9.4912  -0.253
C  3.7861  -0.6988  -8.5422  -0.232
O  4.7663  -0.0326  -9.3499  -0.423
C  4.5887  -0.4425  -10.7129  -0.460
H  3.0762  -1.7296  -11.6234  0.351
H  4.2082  -2.5508  -10.5317  0.280
H  2.0149  -0.5986  -9.7569  0.199
H  2.2990  -2.2099  -9.0717  0.214
H  4.3036  -1.4592  -7.9479  0.223
H  3.3206  0.0194  -7.8610  0.166
H  4.1573  0.4016  -11.2619  0.260
H  5.5591  -0.6864  -11.1541  0.286
C  3.8321  6.7138  9.0881  -0.572
C  4.2053  5.8013  10.2278  -0.546
C  3.0587  4.8140  10.2318  -0.428
O  2.6004  4.7031  8.8773  -0.301
C  3.2024  5.7512  8.1052  -0.424
H  4.6798  7.2598  8.6665  0.324
H  3.0870  7.4438  9.4260  0.263
H  5.1435  5.2834  9.9962  0.271
H  4.3269  6.3179  11.1833  0.334
H  2.2229  5.1779  10.8387  0.273
H  3.3555  3.8284  10.6019  0.259
H  3.9585  5.2959  7.4563  0.287
H  2.4450  6.2282  7.4770  0.275
C  -7.5347  -1.5886  -1.8121  -0.602
C  -8.1220  -1.5734  -0.4244  -0.614
C  -6.8912  -1.4000  0.4386  -0.354
O  -5.9453  -0.6461  -0.3322  -0.305
C  -6.4061  -0.5884  -1.6893  -0.242
H  -8.2512  -1.3287  -2.5954  0.359
H  -7.1301  -2.5835  -2.0330  0.262
H  -8.7830  -0.7060  -0.3110  0.270
H  -8.6924  -2.4726  -0.1783  0.346
H  -6.4336  -2.3660  0.6771  0.284
H  -7.1056  -0.8750  1.3739  0.247
H  -6.7578  0.4316  -1.8793  0.263
H  -5.5777  -0.8044  -2.3695  0.076

No. 3
DFT (ωB97M-V with the def2-TZVPD basis set) results for a cluster of 2 separate species, C4H6O2 in total in a non-equilibrium geometry.

The total charge is 0. The calculation puts the LUMO energy at 0.9 eV. For the HOMO energy, the calculation gives -8.99 eV. As for the gap between HOMO and LUMO: 9.886 eV. The value obtained for the relative energy (zero: lowest compared OMol25 entry of this formula, charge and spin) is 142.5 kJ/mol.

Last column: natural (NBO) charge in e.
Positions of all 12 atoms, in Å:
C  -0.6992  -1.3252  -0.8403  -0.664
C  -0.3816  -0.3167  0.2155  0.352
O  0.2377  -0.8277  1.3109  -0.716
C  -0.6042  0.9999  0.0910  -0.558
C  1.8975  1.2383  0.7442  0.492
O  2.3983  2.0901  0.1867  -0.479
H  0.1941  -1.8851  -1.1335  0.222
H  -1.1353  -0.8368  -1.7151  0.220
H  -1.4179  -2.0529  -0.4498  0.231
H  -0.8957  1.4448  -0.8520  0.212
H  -0.5480  1.6508  0.9563  0.208
H  0.9544  -0.1796  1.4863  0.480

No. 4
DFT (ωB97M-V with the def2-TZVPD basis set) results for a structure of composition C23H53O2P3Ru in a non-equilibrium geometry.

As for the spin multiplicity: 5. The total charge is +4. The calculation puts the LUMO energy (spin up / spin down) at -13.8 / -18.0 eV. For the HOMO energy (spin up / spin down), the calculation gives -20.07 / -22.02 eV. As for the gap between HOMO and LUMO (spin up / spin down): 6.256 / 3.988 eV.

Last column: Mulliken charge in e.
Positions of all 82 atoms, in Å:
Ru  0.3187  0.3102  0.0540  0.483
C  2.1012  -0.1133  -0.4967  0.013
O  3.2542  -0.3288  -0.6560  -0.203
C  -1.5315  0.2098  0.4347  0.106
O  -2.6881  0.2126  0.6955  -0.300
P  0.0096  2.2691  -1.0979  1.678
C  -0.3473  2.1225  -2.9402  -0.210
H  -0.5193  3.1622  -3.2505  0.804
C  -1.4697  3.3327  -0.6081  0.244
H  -2.3033  2.6240  -0.7669  0.360
C  1.6217  3.2066  -1.1887  0.356
H  2.2854  2.4678  -1.6751  0.397
C  1.2086  -3.5296  1.0460  0.406
P  -0.3284  -2.5523  0.4987  0.581
H  -0.9297  -4.1786  -1.0473  0.891
H  1.9800  -3.1803  0.3360  0.471
C  -1.7446  -3.4593  1.3860  0.540
H  -1.4532  -4.5180  1.2867  0.528
C  -1.4883  3.7329  0.8655  -1.043
H  -2.3063  4.4499  1.0245  0.536
H  -0.5586  4.2300  1.1741  0.282
H  -1.6837  2.8736  1.5188  0.106
C  -1.7115  4.5743  -1.4722  -1.289
H  -0.8934  5.2994  -1.3743  0.356
H  -2.6246  5.0570  -1.0941  0.483
H  -1.8836  4.3439  -2.5302  0.337
C  1.5927  4.4692  -2.0517  -1.384
H  1.1586  4.3128  -3.0458  0.369
H  2.6376  4.7816  -2.1957  0.448
H  1.0698  5.2869  -1.5372  0.420
C  2.2154  3.5218  0.1777  -1.111
H  3.2093  3.9713  0.0332  0.610
H  2.3446  2.6166  0.7900  -0.252
H  1.6132  4.2620  0.7217  0.333
C  0.8185  1.6039  -3.7959  -1.303
H  1.3728  2.4191  -4.2887  0.280
H  0.4093  0.9842  -4.6043  0.419
H  1.5543  0.9914  -3.2544  0.334
C  -1.6248  1.3370  -3.2515  -1.232
H  -1.5511  0.3046  -2.8876  -0.008
H  -1.7574  1.3044  -4.3461  0.603
H  -2.5189  1.8017  -2.8148  0.340
C  1.0527  -5.0490  0.9032  -1.695
H  0.6844  -5.3608  -0.0796  0.409
H  0.3807  -5.4478  1.6760  0.477
H  2.0413  -5.5116  1.0531  0.458
C  1.7160  -3.2163  2.4554  -1.280
H  1.0032  -3.5272  3.2296  0.293
C  -1.6091  -2.4872  -2.1247  -1.074
H  1.9563  -2.1557  2.5879  0.034
H  2.6433  -3.7829  2.6385  0.536
C  0.7856  -3.3208  -2.0426  -1.298
H  -1.4132  -1.4462  -2.3595  -0.299
H  -1.6509  -2.9964  -3.1120  0.610
H  -2.6254  -2.5460  -1.7130  0.234
C  -0.5304  -3.1730  -1.2527  0.030
H  0.5711  -3.4032  -3.1232  0.418
H  1.3228  -4.2140  -1.6871  0.306
H  1.4348  -2.4443  -1.9085  0.159
C  -3.1255  -3.2532  0.7543  -1.467
H  -3.3400  -2.1818  0.6340  0.251
H  -3.8709  -3.6554  1.4563  0.491
H  -3.2416  -3.7718  -0.2051  0.343
C  -1.8451  -3.1157  2.8748  -1.431
H  -2.0976  -2.0535  2.9982  0.368
H  -0.9439  -3.3536  3.4577  0.164
H  -2.6819  -3.6814  3.3120  0.527
H  -0.0700  -0.4339  -1.6363  -1.123
H  0.4758  -0.2362  -2.1601  1.177
C  0.6017  2.2331  2.9735  -1.061
P  0.8865  0.5850  2.2624  0.761
C  2.6739  0.2513  2.5298  -1.741
C  -0.0384  -0.3983  3.4984  -0.932
H  1.0179  3.0218  2.3512  0.195
H  1.0608  2.3324  3.9615  0.605
H  -0.4694  2.4318  3.0605  0.375
H  3.2098  1.1997  2.3842  0.443
H  2.8909  -0.1363  3.5363  0.477
H  3.0462  -0.4650  1.7840  0.477
H  0.2655  -0.1901  4.5381  0.566
H  -1.1056  -0.1617  3.3944  0.419
H  0.0793  -1.4713  3.3275  0.017